Version w
Entry from the OMol25 dataset: C3H4FN in the gas phase (ωB97M-V/def2-TZVPD).

Atoms and positions in Å:
C  0.11646  0.31549  0.87095
C  0.26543  0.30014  -0.60807
C  -0.48857  -0.92378  -1.11087
H  0.41801  -0.62707  1.41720
H  0.72360  1.14872  1.26030
H  0.12946  1.19483  -1.13254
H  1.25975  0.04218  -0.62771
N  -1.16292  -1.86503  -1.34262
F  -1.26123  0.41452  1.27336

Properties
multiplicity: 1
E_LUMO: 0.7 eV
SMILES: N#CCCF
molecular weight: 73.07 g/mol
net charge: 0
orbital gap: 12.5 eV

Table of Löwdin atomic charges, one value per atom, all in e: -0.192 -0.144 -0.175 0.145 0.123 0.106 0.085 0.136 -0.084



Version x
Entry from the OMol25 dataset: 2 unconnected molecules or ions with the total composition C3H4FN (ωB97M-V/def2-TZVPD).

Atoms and positions in Å:
C  -1.33362  -2.36567  0.19117
C  0.27122  2.03478  -0.10281
C  0.71487  -0.32840  0.45882
N  0.61971  0.89629  0.13686
F  1.89516  -0.94528  0.49180
H  -1.70161  -1.47633  -0.41590
H  -0.82495  -3.02542  -0.49322
H  0.25117  2.58991  -1.02712
H  0.10805  2.62013  0.76040

Properties
multiplicity: 1
E_LUMO (alpha / beta): -0.4 / -0.4 eV
molecular weight: 73.07 g/mol
net charge: 0
orbital gap (alpha / beta): 8.2 / 8.1 eV

Table of Löwdin atomic charges, one value per atom, all in e: 0.099 0.015 -0.128 0.022 0.027 -0.091 -0.114 0.092 0.078



Version y
Entry from the OMol25 dataset: C3H4FN in the gas phase (ωB97M-V/def2-TZVPD).

Atoms and positions in Å:
C  0.48719  -0.01219  -0.03023
C  -1.93096  -0.17602  0.01834
C  1.79725  0.51514  -0.04888
N  -0.80337  0.50650  -0.10690
F  2.76381  -0.35093  0.08303
H  0.35248  -1.08178  0.11185
H  -2.90776  0.33797  -0.16502
H  -1.76976  -1.27037  0.15565
H  2.01111  1.53168  -0.01784

Properties
multiplicity: 1
E_LUMO: 0.2 eV
SMILES: C=N/C=C/F
molecular weight: 73.07 g/mol
net charge: 0
orbital gap: 9.2 eV

Table of Löwdin atomic charges, one value per atom, all in e: -0.148 -0.022 -0.116 -0.079 0.044 0.088 0.077 0.068 0.089



Version z
Entry from the OMol25 dataset: 2 unconnected molecules or ions with the total composition C3H4FN (ωB97M-V/def2-TZVPD).

Atoms and positions in Å:
C  1.06089  -0.74757  1.33738
C  0.05773  -0.47558  -0.87599
C  -1.55493  1.08459  -0.61454
N  0.62250  -0.70502  0.15948
F  -1.67306  1.56732  -1.85907
H  0.42790  -1.11645  2.12738
H  2.06093  -0.42082  1.56176
H  -0.02960  -1.04124  -1.77501
H  -0.97236  1.85478  -0.06140

Properties
multiplicity: 1
E_LUMO (alpha / beta): 0.2 / 0.2 eV
molecular weight: 73.07 g/mol
net charge: 0
orbital gap (alpha / beta): 7.9 / 7.9 eV

Table of Löwdin atomic charges, one value per atom, all in e: 0.003 0.027 -0.034 -0.085 -0.129 0.078 0.074 0.079 -0.012



Need the numbers? Relative energies in hartree: version w 0.0000; version x 0.2496; version y 0.0557; version z 0.1872.